A molecular structure, C34H41F5N4O2P2PdSi2 at a distorted geometry, computed with ωB97M-V/def2-TZVPD.

Values from the calculation:
Highest occupied orbital energy (spin up / spin down) in eV: -7.84 / -8.51
Frontier orbital gap (spin up / spin down) in eV: 8.28 / 5.83
Charge: 0
2S+1: 5

Last column: Löwdin charge in e.
Geometry (Å):
Pd: -0.889 1.377 0.485  1.0528
C: 0.721 1.429 -4.735  -0.1554
Si: 0.193 2.434 -3.188  0.4087
C: -1.317 3.525 -3.642  -0.1719
C: 1.687 3.526 -2.740  -0.1472
N: -0.326 1.375 -1.912  -0.2685
P: 0.280 -0.098 -1.737  0.7049
C: -0.097 -0.576 -0.127  -0.2788
P: 0.081 -1.165 1.482  0.7332
N: -0.475 0.049 2.367  -0.2728
Si: -0.604 0.498 4.030  0.4106
C: 0.280 -0.720 5.214  -0.1598
C: -2.448 0.557 4.530  -0.1708
C: 0.176 2.238 4.033  -0.1603
C: 1.764 -1.568 2.023  -0.2866
C: 2.208 -2.850 2.314  -0.0773
C: 3.481 -3.021 2.832  -0.0745
C: 4.305 -1.925 3.034  -0.0705
C: 3.866 -0.646 2.719  -0.0605
C: 2.592 -0.466 2.216  -0.0899
C: -1.034 -2.581 1.684  -0.2766
C: -1.975 -2.805 0.687  -0.0843
C: -3.028 -3.670 0.916  -0.0623
C: -3.131 -4.323 2.133  -0.0710
C: -2.179 -4.118 3.119  -0.0694
C: -1.133 -3.240 2.903  -0.0861
C: 2.051 -0.238 -2.116  -0.2870
C: 2.868 0.529 -1.291  -0.0873
C: 4.229 0.569 -1.524  -0.0602
C: 4.766 -0.138 -2.588  -0.0686
C: 3.949 -0.887 -3.419  -0.0728
C: 2.586 -0.950 -3.183  -0.0941
C: -0.624 -1.278 -2.773  -0.3045
C: -0.291 -2.627 -2.782  -0.0987
C: -1.058 -3.509 -3.520  -0.0742
C: -2.159 -3.046 -4.226  -0.0725
C: -2.514 -1.708 -4.179  -0.0609
C: -1.743 -0.820 -3.452  -0.0924
H: 0.765 2.064 -5.614  0.0299
H: 0.036 0.615 -4.950  0.0137
H: 1.707 0.999 -4.598  0.0083
H: -1.392 3.618 -4.721  0.0206
H: -1.197 4.531 -3.250  0.0215
H: -2.258 3.120 -3.280  0.0058
H: 1.726 4.389 -3.394  0.0287
H: 2.618 2.981 -2.852  0.0173
H: 1.634 3.883 -1.719  0.0081
H: -0.313 -1.618 5.358  0.0097
H: 0.398 -0.260 6.190  0.0274
H: 1.264 -1.018 4.866  0.0127
H: -2.947 -0.378 4.291  0.0192
H: -2.966 1.351 4.001  0.0104
H: -2.554 0.743 5.594  0.0229
H: 1.260 2.202 4.064  0.0287
H: -0.162 2.845 4.864  0.0223
H: -0.102 2.742 3.107  0.0004
H: 1.557 -3.697 2.151  0.1030
H: 3.833 -4.012 3.081  0.1057
H: 5.298 -2.064 3.437  0.1059
H: 4.512 0.207 2.871  0.1118
H: 2.207 0.522 1.988  0.0979
H: -1.876 -2.282 -0.257  0.0830
H: -3.771 -3.827 0.149  0.1098
H: -3.966 -4.983 2.321  0.1056
H: -2.264 -4.640 4.061  0.1066
H: -0.401 -3.056 3.677  0.0908
H: 2.411 1.107 -0.495  0.0899
H: 4.873 1.159 -0.889  0.1123
H: 5.829 -0.110 -2.775  0.1053
H: 4.373 -1.417 -4.259  0.1066
H: 1.947 -1.527 -3.837  0.1051
H: 0.556 -2.971 -2.204  0.1136
H: -0.804 -4.560 -3.533  0.1062
H: -2.754 -3.740 -4.799  0.1042
H: -3.389 -1.362 -4.709  0.1094
H: -1.992 0.229 -3.388  0.0924
N: -1.503 3.716 -0.007  0.0017
N: -0.363 4.520 0.154  -0.0155
C: 0.842 3.975 0.733  -0.7988
O: 1.637 4.813 1.117  0.0212
O: 0.944 2.726 0.730  -0.1355
H: -1.772 3.665 -0.992  0.0548
H: -2.287 4.029 0.568  0.1023
H: -0.519 5.480 0.442  0.1298
F: -3.427 -0.147 1.675  0.0349
C: -3.009 0.897 0.888  -0.3768
F: -3.405 2.056 1.565  -0.0103
C: -3.801 0.842 -0.404  -0.5885
F: -3.274 1.730 -1.288  0.0778
F: -3.706 -0.364 -0.973  0.1392
F: -5.112 1.141 -0.345  0.1485


A single C6H5BrClN3 molecule at a distorted geometry, computed with ωB97M-V/def2-TZVPD.

Values from the calculation:
Highest occupied orbital energy (spin up / spin down) in eV: -8.46 / -8.46
Relative energy (zero: lowest compared OMol25 entry of this formula, charge and spin) in eV: 4.129
Frontier orbital gap (spin up / spin down) in eV: 7.92 / 7.92
Charge: 0
2S+1: 1

Last column: natural (NBO) charge in e.
Geometry (Å):
C: -1.130 0.991 0.289  -0.1532
C: 0.940 1.351 -0.756  0.0050
C: -0.048 1.798 0.098  -0.1617
C: -1.159 -0.454 -0.261  -0.2462
C: 0.179 -0.833 -0.715  -0.0413
C: 0.754 -1.568 1.263  -0.1583
N: 1.084 0.111 -1.038  -0.3878
N: -1.485 -1.157 1.094  -0.0122
N: -0.560 -1.634 1.601  -0.0906
Cl: 1.851 -2.786 1.575  0.0757
Br: -0.077 3.516 0.840  0.0881
H: -1.915 1.225 0.879  0.2161
H: 1.673 2.003 -1.092  0.1945
H: -2.055 -0.749 -0.824  0.2301
H: 0.309 -1.881 -1.079  0.2183
H: 1.167 -0.699 1.712  0.2236


A molecular structure, BrF2NS at a distorted geometry, computed with ωB97M-V/def2-TZVPD.

Values from the calculation:
Highest occupied orbital energy in eV: -10.33
Relative energy (zero: lowest compared OMol25 entry of this formula, charge and spin) in eV: 0.253
Frontier orbital gap in eV: 9.94
Charge: 0
2S+1: 1

Last column: natural (NBO) charge in e.
Geometry (Å):
N: -0.054 0.853 -0.581  -0.8800
F: 0.934 -1.693 0.189  -0.5034
F: -1.179 -1.260 -0.244  -0.4627
S: -0.030 -0.362 0.427  1.6009
Br: 0.330 2.463 0.209  0.2453


Number 1: total energy -97378.591 eV. Number 2: total energy -93333.418 eV. Number 3: total energy -87800.189 eV.